[1]
76
Properties=species:S:1:pos:R:3:lowdin_charge:R:1 method="wB97M-V/def2-TZVPD" e_tot_ha=-2443.16763 mol_weight_g_mol=562.8 orbital_gap_ev=7.409 multiplicity=1 e_lumo_ha=-0.0345 homo_energy_ev=-8.3
C 2.97 -0.59 0.15 -0.0917
C 3.19 0.92 0.36 -0.2358
C 3.99 1.56 -0.77 -0.1857
C 4.50 2.97 -0.51 -0.1460
O 3.62 4.04 -0.95 -0.0222
C 2.30 3.88 -0.72 -0.2309
C 1.52 3.51 -1.78 0.0393
N 0.20 3.36 -1.61 0.1612
C -0.44 3.55 -0.44 -0.1244
C -1.90 3.29 -0.39 -0.1126
C -2.68 3.69 -1.66 -0.2508
C -4.14 3.99 -1.34 -0.4961
S -5.03 2.53 -0.79 0.9289
C -5.12 2.71 0.98 -1.0813
S -4.99 4.13 1.74 0.7803
N -5.42 1.52 1.67 -0.2254
C -4.62 0.34 1.28 -0.2759
C -3.96 -0.27 2.52 -0.0762
C -6.87 1.21 1.66 -0.2550
C -7.75 2.30 2.22 -0.1038
C 0.31 3.95 0.65 0.0267
C -0.36 4.15 2.02 -0.6914
O 0.16 3.43 2.88 0.0270
O -1.31 4.95 2.03 0.0109
C 1.68 4.12 0.50 0.0467
C 2.48 4.50 1.72 -0.4479
O 3.37 3.83 2.17 0.1406
O 2.09 5.70 2.19 0.1590
H 3.26 -1.15 1.03 0.0589
H 3.51 -0.95 -0.73 0.0658
H 1.92 -0.80 -0.02 0.0684
H 3.68 1.12 1.32 0.1102
H 2.21 1.39 0.44 0.0985
H 4.88 0.95 -0.94 0.1176
H 3.43 1.51 -1.71 0.1131
H 4.74 3.11 0.54 0.1084
H 5.41 3.14 -1.09 0.1247
H 1.96 3.35 -2.75 0.1535
H -0.35 3.07 -2.41 0.1681
H -2.03 2.21 -0.24 0.1334
H -2.31 3.78 0.49 0.0893
H -2.24 4.56 -2.14 0.1197
H -2.66 2.85 -2.36 0.1023
H -4.65 4.38 -2.22 0.0770
H -4.20 4.74 -0.56 0.0301
H -5.26 -0.41 0.82 0.1119
H -3.86 0.60 0.55 0.0716
H -4.70 -0.68 3.20 0.0700
H -3.28 -1.07 2.22 0.0717
H -3.38 0.49 3.04 0.0799
H -6.98 0.32 2.29 0.1180
H -7.20 0.92 0.65 0.1108
H -7.45 2.57 3.23 0.0784
H -7.74 3.20 1.60 0.0538
H -8.78 1.94 2.25 0.0757
H 2.42 5.77 3.10 0.1494
N 4.59 -4.10 1.19 0.0015
C 3.46 -4.82 1.47 -0.1390
C 3.18 -5.60 0.38 -0.1089
C 4.19 -5.34 -0.59 -0.1163
C 5.05 -4.42 -0.06 -0.1449
H 5.03 -3.44 1.81 0.1414
H 2.95 -4.71 2.41 0.1063
H 2.35 -6.28 0.28 0.0886
H 4.27 -5.79 -1.57 0.0697
H 5.93 -3.96 -0.47 0.1038
N 3.00 -7.93 -3.23 0.0007
C 1.97 -8.13 -4.11 -0.1439
C 1.07 -8.96 -3.50 -0.1137
C 1.57 -9.27 -2.21 -0.1111
C 2.76 -8.61 -2.07 -0.1501
H 3.81 -7.36 -3.41 0.1325
H 1.97 -7.67 -5.08 0.1031
H 0.15 -9.31 -3.94 0.0882
H 1.11 -9.90 -1.47 0.0889
H 3.46 -8.58 -1.25 0.1055

***

[2]
77
Properties=species:S:1:pos:R:3:lowdin_spin:R:1 method="wB97M-V/def2-TZVPD" charge=+2 e_tot_ha=-7237.46261 mol_weight_g_mol=814.9 s_squared=16.04 orbital_gap_ev="6.551 / 4.987" multiplicity=8 e_lumo_ha="-0.2424 / -0.2978" homo_energy_ev="-13.1 / -13.1" relative_energy_kj_mol=0.0
Gd -0.19 0.46 0.88 6.7997
C 3.27 -1.94 3.26 -0.0005
C 2.66 -1.35 2.17 0.0006
N 1.37 -1.43 1.84 -0.0087
C 0.61 -2.22 2.66 -0.0006
C 1.11 -2.83 3.83 0.0000
C 2.49 -2.69 4.11 0.0012
C 0.19 -3.53 4.61 0.0026
C -1.11 -3.72 4.21 -0.0001
C -1.59 -3.20 2.99 0.0035
C -0.72 -2.43 2.16 0.0000
N -1.00 -1.79 0.92 0.0213
C -1.65 -2.28 -0.11 0.0049
C -2.41 -3.51 -0.24 0.0112
C -3.48 -3.53 -1.07 -0.0026
C -3.92 -2.36 -1.83 0.0201
C -3.14 -1.23 -1.81 -0.0075
C -3.62 0.01 -2.47 0.0033
C -3.06 1.19 -2.41 -0.0068
C -1.72 1.45 -1.66 0.0000
N -0.79 -0.67 -1.41 -0.0155
C -1.87 -1.31 -1.18 0.0056
H 4.30 -1.71 3.47 -0.0001
H 3.22 -0.65 1.58 0.0001
H 2.85 -3.27 4.94 0.0001
H 0.57 -3.99 5.50 0.0001
H -1.76 -4.33 4.78 0.0000
H -2.58 -3.38 2.64 0.0001
H -2.21 -4.43 0.36 0.0003
H -4.02 -4.49 -1.05 -0.0003
H -4.82 -2.42 -2.33 0.0012
H -4.51 -0.14 -3.07 0.0004
H -3.51 2.00 -3.01 -0.0004
H -1.38 2.37 -2.13 0.0000
O -1.73 1.48 -0.30 0.0453
N -0.67 0.47 -2.09 -0.0083
C -1.66 3.50 3.20 0.0106
As -1.59 1.58 3.38 0.0741
C -1.32 1.36 5.31 0.0178
C -3.34 1.05 2.79 0.0113
O 1.49 1.17 -0.40 0.0070
H -2.65 3.81 3.07 0.0016
H -1.19 3.80 2.26 0.0007
H -1.16 4.00 3.98 0.0001
H -0.31 0.97 5.45 0.0007
H -2.05 0.57 5.65 0.0007
H -1.47 2.27 5.81 0.0019
H -4.12 1.58 3.25 0.0019
H -3.44 -0.01 2.88 0.0000
H -3.40 1.16 1.68 0.0000
C 4.19 -0.04 -3.17 0.0001
Si 2.43 -0.82 -3.11 0.0000
C 2.37 -2.28 -2.01 0.0001
C 1.61 -1.17 -4.76 0.0000
As 1.16 0.98 -2.04 -0.0004
Si 1.64 3.34 -2.48 0.0006
C 0.64 4.29 -1.29 0.0001
C 1.51 3.55 -4.33 0.0005
C 3.40 3.38 -1.80 0.0000
H 4.91 -0.80 -3.54 0.0000
H 4.45 0.20 -2.13 0.0000
H 4.36 0.88 -3.75 0.0000
H 2.70 -3.14 -2.58 0.0000
H 1.43 -2.51 -1.51 0.0000
H 3.04 -2.19 -1.13 0.0000
H 0.70 -1.76 -4.60 0.0000
H 2.26 -1.79 -5.43 0.0000
H 1.40 -0.31 -5.37 0.0000
H 0.89 3.89 -0.32 0.0000
H -0.46 4.19 -1.43 0.0000
H 0.68 5.35 -1.16 0.0000
H 2.41 3.23 -4.92 0.0000
H 1.37 4.61 -4.58 0.0001
H 0.64 3.12 -4.70 0.0000
H 3.56 2.66 -1.05 0.0000
H 3.51 4.43 -1.33 0.0000
H 4.21 3.31 -2.53 0.0000

***

[3]
98
Properties=species:S:1:pos:R:3:lowdin_spin:R:1 method="wB97M-V/def2-TZVPD" e_tot_ha=-4747.07584 mol_weight_g_mol=927.4 s_squared=8.76 orbital_gap_ev="10.069 / 9.333" multiplicity=6 e_lumo_ha="0.0150 / -0.0177" homo_energy_ev="-9.7 / -9.8" relative_energy_kj_mol=0.0
Fe 0.17 0.91 2.83 4.3134
C 1.04 -0.52 -0.84 0.0055
C 0.79 0.09 0.50 0.0171
O 1.30 -0.41 1.54 0.0895
O 0.00 1.06 0.73 0.0887
H 0.85 -1.59 -0.79 0.0008
H 2.09 -0.26 -1.01 0.0005
H 0.42 -0.18 -1.67 0.0011
C 2.57 0.71 5.97 0.0042
C 1.68 1.16 4.86 0.0158
O 2.09 1.05 3.65 0.0954
O 0.43 1.32 4.97 0.0705
H 2.31 1.20 6.91 0.0009
H 3.61 0.85 5.71 0.0010
H 2.39 -0.37 6.02 0.0002
C -3.35 -0.87 3.12 0.0056
C -2.03 -0.19 3.19 0.0194
O -1.92 1.04 2.92 0.0967
O -0.91 -0.77 3.39 0.1159
H -3.49 -1.51 3.99 0.0009
H -3.37 -1.56 2.28 0.0004
H -4.13 -0.12 3.04 0.0014
C -1.27 -1.78 -5.51 0.0000
C -2.66 -1.89 -4.93 0.0000
O -2.88 -0.58 -4.51 0.0000
C -1.68 -0.02 -4.17 0.0000
O -1.52 0.96 -3.53 0.0000
O -0.67 -0.79 -4.67 0.0000
F -2.64 -2.71 -3.82 0.0000
H -1.42 -1.33 -6.51 0.0000
H -0.65 -2.65 -5.63 0.0000
H -3.41 -2.28 -5.61 0.0000
C 1.43 -5.41 1.73 0.0000
C 1.68 -4.04 1.14 0.0001
O 0.35 -3.66 0.81 0.0000
C -0.49 -4.27 1.70 0.0000
O -1.55 -3.84 1.98 0.0002
O 0.14 -5.29 2.32 0.0000
F 2.31 -4.21 -0.06 0.0000
H 2.14 -5.77 2.48 0.0000
H 1.41 -6.15 0.93 0.0000
H 2.22 -3.29 1.70 0.0001
C -2.73 -1.37 -0.67 0.0000
C -4.02 -1.14 -1.44 0.0000
O -4.19 0.24 -1.41 0.0000
C -3.40 0.79 -0.44 0.0001
O -3.45 1.91 -0.05 0.0000
O -2.50 -0.13 -0.01 0.0002
F -5.09 -1.71 -0.78 0.0000
H -1.88 -1.53 -1.34 0.0000
H -2.77 -2.16 0.08 0.0000
H -3.96 -1.55 -2.44 0.0000
C 4.90 -0.17 0.69 0.0002
C 6.06 -0.69 -0.15 0.0000
O 6.68 0.50 -0.55 0.0000
C 5.77 1.53 -0.50 0.0000
O 5.97 2.62 -0.90 0.0000
O 4.64 1.08 0.08 0.0000
F 5.66 -1.38 -1.26 0.0000
H 5.25 -0.08 1.72 0.0000
H 3.99 -0.76 0.61 0.0002
H 6.80 -1.28 0.37 0.0000
C -1.78 -6.24 -2.09 0.0000
O -0.71 -5.29 -1.94 0.0000
C -0.24 -4.78 -3.07 0.0000
O -0.76 -4.88 -4.16 0.0000
O 0.94 -4.25 -2.79 0.0000
C 1.62 -3.44 -3.74 0.0000
H -2.14 -6.37 -1.07 0.0000
H -1.36 -7.18 -2.46 0.0000
H -2.57 -5.90 -2.76 0.0000
H 2.61 -3.86 -3.91 0.0000
H 1.55 -2.39 -3.45 0.0000
H 1.15 -3.53 -4.72 0.0000
C 0.19 7.73 -1.00 0.0000
O 0.92 6.52 -1.20 0.0000
C 0.23 5.48 -1.67 0.0000
O -0.88 5.54 -2.14 0.0000
O 0.98 4.39 -1.53 0.0000
C 0.31 3.16 -1.76 0.0004
H -0.09 8.13 -1.97 0.0000
H 0.81 8.45 -0.48 0.0000
H -0.70 7.51 -0.41 0.0000
H -0.63 3.06 -1.22 0.0001
H 0.97 2.39 -1.37 0.0002
H 0.14 2.95 -2.82 0.0000
C -2.29 5.20 1.17 0.0003
O -1.32 4.19 1.37 0.0029
C -0.85 3.93 2.57 0.0079
O -0.04 3.04 2.74 0.0379
O -1.31 4.73 3.52 0.0037
C -0.68 4.65 4.79 0.0001
H -2.55 5.18 0.12 0.0000
H -1.93 6.20 1.45 0.0001
H -3.18 5.00 1.76 0.0001
H 0.16 5.34 4.87 0.0000
H -0.34 3.64 5.03 0.0000
H -1.41 4.91 5.55 0.0000